(1)
12
Properties=species:S:1:pos:R:3:nbo_charge:R:1 method="wB97M-V/def2-TZVPD" e_above_lowest_kj_mol=591.1 e_homo_ev=-9.04 largest_force_ev_per_a=8.12 total_energy_ev=-8797.292
C -0.57 -1.05 -0.08 0.061
C 0.80 -1.24 0.11 -0.407
C 1.80 -0.08 0.06 0.544
C 0.89 1.18 0.22 -0.134
C 0.32 2.18 0.05 -0.238
H -2.54 -0.53 0.66 0.371
H -1.66 0.99 -0.26 0.410
H -1.24 -1.92 0.11 0.195
H 1.24 -2.19 0.18 0.231
H -0.30 3.03 -0.51 0.266
N -1.65 -0.13 -0.29 -0.811
O 2.92 -0.25 -0.26 -0.489



(2)
39
Properties=species:S:1:pos:R:3:nbo_charge:R:1 method="wB97M-V/def2-TZVPD" e_above_lowest_kj_mol=1547.1 e_homo_ev=-8.74 largest_force_ev_per_a=17.74 total_energy_ev=-36912.671
C 2.28 -0.18 -0.75 -0.646
C 2.07 0.28 0.52 0.265
N 2.81 1.12 1.09 -0.321
N 2.45 1.48 2.32 -0.204
C 1.53 0.73 2.52 0.277
C 1.17 0.07 1.55 -0.278
C 0.07 -0.81 1.34 -0.175
N -0.73 -0.74 0.20 -0.716
S -1.57 -1.98 -0.49 2.410
O -2.94 -2.03 -0.03 -0.954
O -0.88 -3.13 -0.39 -0.925
C -1.73 -1.38 -2.08 -0.450
C -2.83 -0.80 -2.80 -0.085
C -3.18 -0.32 -3.92 -0.265
C -1.86 -0.37 -4.75 0.509
C -0.74 -0.61 -4.23 -0.431
C -0.60 -1.13 -3.11 -0.062
H 0.28 -1.54 -2.59 0.229
H 0.05 -0.85 -4.96 0.248
F -2.11 0.30 -5.92 -0.321
H -3.94 0.01 -4.33 0.213
H -3.94 -0.76 -1.85 0.171
C -1.74 0.49 0.51 -0.434
H -2.22 0.92 -0.40 0.219
H -2.39 -0.01 1.24 0.229
H -1.08 1.29 0.74 0.212
H -0.46 -1.07 2.11 0.181
H 0.36 -2.12 1.10 0.178
C 0.62 1.01 4.02 -0.673
H 0.27 1.98 4.09 0.216
H 1.22 0.47 4.83 0.228
H -0.16 0.17 3.95 0.224
C 3.04 2.44 3.24 -0.415
H 4.06 2.89 2.64 0.243
H 2.47 3.33 3.47 0.210
H 3.25 1.90 4.25 0.223
H 1.70 0.04 -1.44 0.219
H 2.08 -1.11 -0.66 0.223
H 3.32 0.03 -1.03 0.230



(3)
82
Properties=species:S:1:pos:R:3:mulliken_charge:R:1 method="wB97M-V/def2-TZVPD" smiles="O=C(NP(O)I)OCCC(F)(F)C(F)(F)C(F)(F)C(F)(F)F.FC(F)C(F)(F)COC(F)(F)C(F)F.FC(F)C(F)(F)COC(F)(F)C(F)F.FC(F)C(F)(F)COC(F)(F)C(F)F" e_homo_ev=-8.54 largest_force_ev_per_a=3.66 total_energy_ev=-143945.860
O -1.12 -6.62 -1.66 -0.495
C -1.56 -5.70 -0.97 0.333
N -0.82 -4.75 -0.16 -0.224
P 0.52 -3.95 -0.96 0.153
O 0.79 -4.52 -2.53 -0.436
I -0.18 -1.58 -1.34 -0.046
O -3.00 -5.58 -0.92 -0.151
C -3.56 -6.77 -0.31 -0.385
C -5.16 -6.78 -0.28 -0.918
C -5.83 -6.33 -1.67 0.840
F -4.96 -6.55 -2.78 -0.299
F -6.91 -7.25 -1.89 -0.322
C -6.29 -4.80 -1.71 0.496
F -5.52 -4.11 -0.74 -0.304
F -5.95 -4.28 -2.99 -0.290
C -7.83 -4.55 -1.40 0.653
F -8.69 -5.10 -2.38 -0.264
F -8.07 -5.13 -0.13 -0.271
C -8.25 -3.00 -1.27 0.578
F -7.28 -2.11 -1.72 -0.223
F -9.38 -2.77 -2.09 -0.252
F -8.67 -2.69 0.04 -0.228
H -0.51 -5.14 0.74 0.334
H 1.78 -4.60 -2.65 0.445
H -3.22 -6.81 0.79 0.321
H -3.22 -7.74 -0.79 0.332
H -5.48 -7.87 -0.12 0.342
H -5.60 -6.21 0.61 0.332
F 6.14 -4.17 -0.95 -0.196
C 7.03 -4.47 0.02 0.103
F 8.26 -4.33 -0.55 -0.282
C 6.86 -5.88 0.57 0.865
F 7.12 -6.81 -0.37 -0.271
F 7.81 -6.06 1.54 -0.329
C 5.50 -6.21 1.23 -0.694
O 4.52 -6.89 0.43 -0.398
C 3.71 -6.11 -0.43 0.752
F 3.85 -4.81 -0.11 -0.225
F 2.43 -6.43 -0.13 -0.326
C 3.96 -6.40 -1.91 0.195
F 5.25 -6.22 -2.25 -0.209
F 3.23 -5.57 -2.70 -0.311
H 6.94 -3.72 0.81 0.278
H 5.72 -6.92 2.03 0.404
H 5.07 -5.34 1.74 0.332
H 3.70 -7.43 -2.15 0.244
F -0.47 2.66 -0.02 -0.221
C -0.20 2.73 -1.34 0.105
F -0.39 1.48 -1.83 -0.220
C 1.22 3.21 -1.63 0.813
F 2.14 2.32 -1.19 -0.282
F 1.36 3.25 -2.99 -0.328
C 1.60 4.61 -1.11 -0.558
O 2.31 4.69 0.14 -0.369
C 1.56 4.65 1.33 0.821
F 0.26 4.82 1.05 -0.287
F 1.93 5.74 2.04 -0.285
C 1.84 3.39 2.17 0.125
F 1.61 2.26 1.47 -0.197
F 1.04 3.36 3.26 -0.263
H -0.94 3.39 -1.81 0.275
H 2.31 5.02 -1.84 0.420
H 0.75 5.31 -1.13 0.266
H 2.88 3.37 2.49 0.232
F 1.62 8.75 1.35 -0.262
C 0.46 8.27 0.87 0.361
F 0.72 7.91 -0.42 -0.298
C -0.69 9.28 0.92 0.828
F -0.44 10.34 0.12 -0.281
F -1.79 8.66 0.41 -0.331
C -1.08 9.79 2.33 -0.736
O -0.54 11.06 2.74 -0.406
C 0.76 11.07 3.30 0.770
F 1.14 9.81 3.59 -0.279
F 0.64 11.70 4.49 -0.295
C 1.77 11.83 2.43 0.201
F 1.84 11.32 1.19 -0.201
F 3.02 11.74 2.96 -0.255
H 0.21 7.35 1.41 0.132
H -2.15 9.97 2.28 0.441
H -0.95 9.03 3.10 0.346
H 1.50 12.88 2.35 0.237



(4)
13
Properties=species:S:1:pos:R:3:nbo_charge:R:1 method="wB97M-V/def2-TZVPD" e_above_lowest_kj_mol=297.6 smiles=OCc1cnc[nH]1 e_homo_ev=-8.78 largest_force_ev_per_a=5.43 total_energy_ev=-9270.418
O 2.25 0.73 -0.22 -0.713
C 1.38 -0.43 -0.64 -0.109
C 0.13 -0.20 -0.08 0.008
C -0.08 0.40 1.14 -0.093
N -1.37 0.46 1.36 -0.451
C -2.02 0.12 0.25 0.147
N -1.15 -0.32 -0.70 -0.530
H 1.37 1.39 -0.07 0.465
H 1.91 -1.36 -0.03 0.196
H 1.35 -0.63 -1.74 0.189
H 0.59 0.92 1.91 0.238
H -3.06 0.04 0.34 0.209
H -1.28 -1.12 -1.51 0.443



(5)
9
Properties=species:S:1:pos:R:3:nbo_charge:R:1 method="wB97M-V/def2-TZVPD" e_above_lowest_kj_mol=273.8 e_homo_ev=-9.24 largest_force_ev_per_a=8.35 total_energy_ev=-6237.415
O 1.19 -21.06 -15.62 -0.909
H 1.51 -20.15 -15.65 0.497
H 0.56 -21.12 -16.34 0.496
O 3.01 -22.18 -18.48 -1.014
H 3.27 -21.27 -18.33 0.426
H 2.43 -22.39 -17.74 0.427
O 1.97 -22.75 -16.80 -0.892
H 1.77 -22.21 -16.04 0.485
H 2.27 -23.58 -16.44 0.485



(6)
225
Properties=species:S:1:pos:R:3:mulliken_charge:R:1 method="wB97M-V/def2-TZVPD" e_homo_ev=-7.74 largest_force_ev_per_a=6.42 total_energy_ev=-128080.901
C 20.31 -33.66 9.42 -1.350
C 20.03 -32.31 8.77 -0.020
O 19.92 -31.36 9.84 -0.341
C 19.70 -30.08 9.64 0.691
O 19.77 -29.49 8.58 -0.573
O 19.30 -29.54 10.79 -0.216
C 19.04 -28.13 10.80 0.152
H 21.18 -33.67 10.08 0.332
H 20.42 -34.39 8.62 0.404
H 19.45 -33.99 10.01 0.323
H 19.11 -32.41 8.18 0.203
H 20.86 -32.04 8.12 0.298
H 19.97 -27.57 10.74 0.226
H 18.58 -27.81 11.73 -0.188
H 18.38 -27.79 10.00 -0.140
C 21.18 -25.92 8.53 -1.446
C 20.25 -26.51 7.47 0.873
O 19.90 -25.36 6.69 -0.258
C 19.14 -25.50 5.61 0.767
O 18.65 -26.56 5.28 -0.618
O 18.76 -24.26 5.26 -0.159
C 18.20 -24.14 3.97 -0.823
H 21.63 -26.67 9.19 0.395
H 20.60 -25.21 9.11 0.113
H 22.06 -25.47 8.07 0.496
H 19.34 -26.87 7.95 -0.686
H 20.75 -27.24 6.85 0.612
H 18.92 -24.39 3.18 0.527
H 17.85 -23.13 3.76 0.096
H 17.43 -24.89 3.78 0.356
C 19.26 -14.29 13.16 -1.282
C 18.42 -15.37 13.83 -0.214
O 17.79 -16.13 12.78 -0.185
C 16.86 -17.04 13.08 0.692
O 16.21 -17.65 12.27 0.005
O 16.68 -17.12 14.42 -0.449
C 15.66 -18.01 14.89 -0.743
H 19.98 -14.77 12.50 0.306
H 19.76 -13.68 13.91 0.398
H 18.68 -13.60 12.55 0.318
H 17.66 -14.94 14.48 0.299
H 19.03 -16.08 14.38 0.298
H 15.10 -17.55 15.71 0.401
H 16.09 -18.96 15.20 0.291
H 14.94 -18.23 14.11 0.068
C 13.97 -23.01 1.12 -1.387
C 14.93 -22.91 2.31 0.424
O 14.97 -21.53 2.71 -0.360
C 15.35 -21.11 3.88 0.576
O 15.67 -21.79 4.85 -0.340
O 15.49 -19.80 3.84 -0.393
C 15.65 -19.02 5.01 -0.550
H 14.40 -22.79 0.15 0.366
H 13.07 -22.43 1.28 0.328
H 13.66 -24.06 1.11 0.348
H 15.96 -23.12 2.01 0.207
H 14.73 -23.60 3.12 -0.049
H 16.48 -19.27 5.68 0.209
H 14.75 -19.14 5.61 0.315
H 15.79 -17.98 4.73 0.320
C 18.15 -17.47 9.38 -0.925
C 16.70 -17.02 9.27 0.860
O 16.30 -16.85 7.91 -0.364
C 15.06 -16.39 7.66 0.550
O 14.70 -16.06 6.55 -0.625
O 14.32 -16.34 8.76 -0.153
C 12.98 -15.87 8.65 -0.748
H 18.29 -18.41 8.84 0.028
H 18.38 -17.72 10.41 0.292
H 18.82 -16.73 8.94 0.411
H 16.60 -16.10 9.85 0.674
H 16.01 -17.71 9.73 -0.676
H 12.91 -14.80 8.81 0.251
H 12.41 -16.39 9.41 0.217
H 12.56 -16.06 7.66 0.400
C 11.08 -12.58 11.64 -0.739
O 10.57 -13.91 11.59 -0.252
C 9.64 -14.17 12.65 -0.522
C 10.39 -14.60 13.93 -0.934
N 11.37 -15.66 13.68 -0.282
C 10.78 -16.90 13.21 -0.477
C 11.83 -17.97 12.90 -0.487
O 12.50 -17.63 11.70 -0.157
C 13.24 -18.77 11.24 -0.058
H 11.72 -12.36 10.78 0.245
H 11.62 -12.46 12.58 0.306
H 10.24 -11.88 11.63 0.304
H 9.03 -15.01 12.32 0.306
H 8.96 -13.33 12.82 0.458
H 9.71 -14.89 14.74 0.422
H 10.90 -13.73 14.35 0.341
H 11.97 -15.25 12.97 0.267
H 10.19 -16.81 12.30 0.246
H 10.14 -17.26 14.02 0.357
H 11.24 -18.89 12.80 0.368
H 12.51 -18.08 13.75 0.170
H 13.94 -18.49 10.46 -0.583
H 12.56 -19.48 10.77 0.570
H 13.81 -19.20 12.06 0.256
C 25.40 -22.51 10.95 -0.893
O 24.14 -21.98 11.29 -0.194
C 24.23 -20.98 12.29 -0.749
C 22.82 -20.47 12.61 -0.428
N 22.11 -20.20 11.35 -0.439
C 20.72 -19.79 11.62 -1.274
C 19.89 -19.73 10.33 1.253
O 19.76 -21.02 9.81 -0.455
C 19.21 -21.15 8.49 -0.074
H 25.86 -23.01 11.80 0.328
H 26.08 -21.73 10.58 0.337
H 25.23 -23.18 10.11 0.222
H 24.87 -20.13 12.03 0.434
H 24.71 -21.39 13.18 0.438
H 22.84 -19.52 13.16 0.401
H 22.28 -21.22 13.20 0.106
H 22.08 -21.12 10.92 0.356
H 20.85 -18.82 12.11 0.683
H 20.18 -20.42 12.34 0.311
H 20.39 -19.06 9.62 0.790
H 18.89 -19.35 10.59 -1.753
H 19.70 -20.42 7.83 0.524
H 18.13 -21.10 8.60 -0.545
H 19.41 -22.15 8.12 0.275
C 21.69 -24.45 11.91 -0.960
O 20.31 -24.67 12.09 -0.243
C 19.48 -23.57 12.44 0.564
C 18.03 -24.10 12.38 -0.282
N 16.99 -23.10 12.63 0.015
C 16.89 -22.15 11.50 -0.282
C 16.63 -20.69 11.90 -0.431
O 17.66 -20.37 12.82 -0.430
C 17.61 -18.96 13.06 0.707
H 22.17 -23.94 12.75 0.294
H 21.89 -23.91 10.98 0.297
H 22.14 -25.42 11.69 0.428
H 19.67 -22.79 11.69 -0.382
H 19.74 -23.16 13.42 0.323
H 17.88 -24.79 13.21 0.058
H 17.89 -24.55 11.40 -0.489
H 17.33 -22.57 13.42 0.748
H 16.18 -22.53 10.76 -1.537
H 17.78 -22.17 10.86 0.094
H 15.65 -20.68 12.39 0.630
H 16.77 -20.08 11.01 0.222
H 16.70 -18.68 13.59 -0.173
H 17.73 -18.28 12.21 -0.614
H 18.43 -18.77 13.75 0.039
C 16.02 -27.01 11.79 -0.809
O 16.59 -26.26 10.75 1.269
C 16.14 -26.54 9.43 -1.455
C 16.92 -25.56 8.57 0.118
N 16.37 -24.21 8.64 1.125
C 17.07 -23.27 7.78 0.360
C 16.47 -21.89 7.91 -1.064
O 16.64 -21.46 9.25 1.573
C 15.76 -20.43 9.65 -1.729
H 14.94 -26.81 11.84 -0.321
H 16.53 -26.85 12.73 0.200
H 16.06 -28.09 11.63 0.415
H 15.05 -26.53 9.34 -0.387
H 16.56 -27.52 9.19 0.758
H 16.91 -25.82 7.50 0.749
H 17.98 -25.64 8.85 -1.047
H 16.45 -23.94 9.61 -0.103
H 16.91 -23.55 6.74 -0.021
H 18.14 -23.28 8.03 -0.230
H 15.41 -21.83 7.63 0.752
H 16.94 -21.13 7.27 -0.091
H 14.76 -20.80 9.90 0.356
H 15.67 -19.65 8.88 1.035
H 16.09 -19.92 10.55 -0.418
C 12.15 -26.79 11.22 -0.764
O 12.58 -27.73 10.29 -0.328
C 12.15 -27.53 8.97 -0.098
C 12.41 -28.71 8.07 -0.378
N 11.97 -28.52 6.66 -0.552
C 12.69 -27.42 6.02 0.768
C 12.28 -27.30 4.56 -0.931
O 12.40 -25.96 4.17 -0.117
C 12.00 -25.67 2.84 -0.819
H 12.50 -25.76 11.06 0.252
H 12.50 -27.08 12.21 0.222
H 11.05 -26.78 11.27 0.428
H 12.56 -26.60 8.56 -0.144
H 11.06 -27.36 9.00 0.404
H 11.89 -29.59 8.44 0.346
H 13.50 -28.88 8.05 0.100
H 12.15 -29.43 6.27 0.306
H 13.78 -27.51 6.06 -0.348
H 12.43 -26.50 6.55 0.076
H 11.25 -27.66 4.44 0.424
H 12.99 -27.89 3.97 0.341
H 12.00 -24.59 2.73 0.158
H 11.06 -26.17 2.63 0.347
H 12.77 -26.06 2.17 0.339
C 14.62 -23.39 11.77 -1.215
O 14.17 -22.08 12.09 -0.224
H 15.57 -23.62 12.26 0.737
H 13.90 -24.17 12.02 0.661
H 14.91 -23.39 10.72 0.116
H 13.38 -22.11 12.64 0.323
C 13.59 -23.70 6.37 -0.615
O 13.58 -24.21 7.70 -0.665
H 14.29 -24.25 5.73 0.075
H 12.60 -23.88 5.95 0.525
H 13.72 -22.63 6.19 0.316
H 14.49 -24.04 8.00 -0.006
C 17.18 -31.04 13.38 -0.576
O 17.70 -29.73 13.58 -0.400
H 16.11 -30.99 13.21 0.296
H 17.75 -31.51 12.58 0.112
H 17.35 -31.63 14.29 0.262
H 17.07 -29.17 14.05 0.296
C 16.56 -28.68 6.59 1.017
O 16.38 -29.94 7.21 -0.550
H 16.60 -28.79 5.51 0.324
H 15.76 -28.04 6.97 -0.597
H 17.49 -28.18 6.90 -0.353
H 17.19 -30.43 7.34 0.270
C 17.25 -27.00 15.44 -0.589
O 16.14 -27.90 15.47 -0.580
H 17.62 -26.95 16.47 0.352
H 18.10 -27.45 14.93 0.194
H 16.95 -26.06 14.99 0.280
H 15.38 -27.42 15.83 0.322



(7)
14
Properties=species:S:1:pos:R:3:nbo_charge:R:1 method="wB97M-V/def2-TZVPD" e_above_lowest_kj_mol=629.5 e_homo_ev="-7.46 / -7.14" largest_force_ev_per_a=4.34 total_energy_ev=-10303.079
C 2.19 -0.13 -0.07 -0.326
C 1.83 -1.45 0.30 0.055
C 1.00 0.65 -0.11 -0.051
C -0.01 -0.25 0.40 0.198
C -2.76 0.01 0.26 0.238
N -3.19 -1.02 -0.07 -0.592
N 0.89 1.87 -0.70 -0.808
O 0.50 -1.47 0.60 -0.458
H 3.19 0.12 -0.26 0.218
H 2.41 -2.35 0.59 0.201
H -3.15 1.06 0.35 0.182
H -3.96 -1.53 -0.27 0.404
H 1.23 2.61 -0.16 0.368
H -0.16 1.88 -0.86 0.371



(8)
100
Properties=species:S:1:pos:R:3:lowdin_spin:R:1 method="wB97M-V/def2-TZVPD" e_above_lowest_kj_mol=363.5 charge=+1 s_squared=6.0148 e_homo_ev="-8.29 / -9.30" largest_force_ev_per_a=5.58 spin_multiplicity=5 total_energy_ev=-60722.809
O 0.74 -0.52 -5.22 0.001
O 1.65 -2.57 -5.82 0.000
C -0.72 -0.34 -5.22 0.002
C -1.20 0.80 -4.37 0.003
H -1.15 -1.30 -4.87 0.001
H -1.02 -0.21 -6.28 0.000
H -0.74 0.81 -3.37 0.002
H -2.28 0.71 -4.22 0.000
H -1.03 1.77 -4.85 0.000
C 1.64 0.63 -4.99 0.000
C 2.46 0.93 -6.21 0.000
H 2.26 0.33 -4.14 0.000
H 1.02 1.48 -4.68 0.000
H 3.08 0.08 -6.50 0.000
H 3.12 1.77 -5.95 0.000
H 1.83 1.26 -7.04 0.000
C 2.19 -3.21 -4.63 0.000
C 0.65 -3.37 -6.53 0.000
C 2.93 -2.23 -3.76 0.000
H 2.86 -3.99 -5.02 0.000
H 1.38 -3.70 -4.06 0.000
H 3.58 -1.55 -4.33 0.000
H 3.57 -2.79 -3.06 0.000
H 2.23 -1.65 -3.13 0.000
C 0.70 -3.07 -8.00 0.000
H -0.33 -3.12 -6.11 0.000
H 0.88 -4.41 -6.32 0.000
H 0.42 -2.04 -8.22 0.000
H -0.02 -3.73 -8.49 0.000
H 1.69 -3.26 -8.42 0.000
H 1.24 -1.52 -5.62 0.000
N 0.16 0.90 1.31 0.046
C 0.98 1.17 2.37 0.014
C 1.25 0.18 3.30 0.034
C 1.31 -1.22 3.08 0.017
C 1.45 2.56 2.50 0.003
H 0.61 3.28 2.53 0.000
H 2.13 2.85 1.68 0.000
H 2.01 2.65 3.45 0.000
C 1.61 -2.03 4.31 0.003
H 2.15 -2.96 4.07 0.000
H 0.68 -2.27 4.84 0.001
H 2.23 -1.42 4.98 0.000
N 1.11 -1.77 1.90 0.061
C 0.08 1.75 0.17 0.006
C -1.10 2.41 -0.18 0.007
C -2.38 2.27 0.60 0.003
C -1.07 3.27 -1.28 -0.001
H -1.99 3.80 -1.55 0.000
C 0.09 3.48 -2.01 0.004
H 0.10 4.19 -2.84 0.000
C 1.25 2.78 -1.69 -0.001
H 2.18 2.92 -2.25 0.000
C 1.25 1.89 -0.61 0.007
C 2.49 1.10 -0.30 0.002
C 1.48 -3.08 1.57 0.006
C 0.71 -4.19 2.01 0.000
C -0.46 -4.03 2.92 0.002
C 1.07 -5.48 1.60 0.000
H 0.46 -6.32 1.94 0.000
C 2.17 -5.68 0.77 -0.001
H 2.44 -6.70 0.46 0.000
C 2.94 -4.60 0.36 0.000
H 3.83 -4.75 -0.27 0.000
C 2.63 -3.31 0.76 -0.001
C 3.51 -2.16 0.35 0.000
Rh -1.23 -1.46 0.58 1.745
H -3.16 2.84 0.10 0.000
H -2.29 2.65 1.63 0.001
H -2.70 1.23 0.66 0.003
H 2.25 0.26 0.36 0.000
H 3.26 1.72 0.18 0.000
H 2.93 0.70 -1.22 0.000
H -1.26 -4.71 2.62 0.000
H -0.86 -3.01 2.93 0.001
H -0.19 -4.30 3.95 0.000
H 3.71 -1.48 1.19 0.000
H 3.05 -1.58 -0.46 0.000
H 4.47 -2.53 -0.03 0.000
H 1.57 0.53 4.28 0.000
C -1.01 -1.09 -1.18 0.413
Si -1.69 -2.87 -1.06 0.165
H 0.01 -0.99 -1.56 0.053
H -1.69 -0.34 -1.60 0.034
C -2.89 -2.93 -2.54 0.034
C -2.73 -3.03 0.53 0.120
C -0.47 -4.26 -1.36 0.005
H -0.87 -5.23 -1.03 0.001
H 0.48 -4.09 -0.83 0.001
H -0.24 -4.33 -2.44 0.000
H -3.51 -2.03 -2.58 0.000
H -3.55 -3.81 -2.51 0.004
H -2.30 -2.99 -3.47 0.001
H -2.98 -2.19 1.22 0.025
H -2.51 -3.93 1.12 0.008
H -3.69 -3.16 -0.01 0.017
O -2.25 -1.10 3.37 0.243
N -1.58 -0.09 3.65 0.387
O -2.05 1.04 3.78 0.290
O -0.85 0.11 1.60 0.221